{
  "formula": "C29H57Cl12N3O6P",
  "method": "ωB97M-V/def2-TZVPD",
  "elements": ["C", "C", "C", "C", "C", "C", "C", "C", "C", "O", "P", "C", "N", "C", "C", "C", "N", "O", "C", "C", "O", "O", "O", "C", "O", "C", "N", "H", "H", "H", "H", "H", "H", "H", "H", "H", "H", "H", "H", "H", "H", "H", "H", "H", "H", "H", "H", "H", "H", "H", "H", "H", "H", "H", "H", "H", "H", "H", "H", "H", "Cl", "C", "C", "Cl", "H", "H", "H", "H", "Cl", "C", "C", "Cl", "H", "H", "H", "H", "Cl", "C", "C", "Cl", "H", "H", "H", "H", "Cl", "C", "C", "Cl", "H", "H", "H", "H", "Cl", "C", "C", "Cl", "H", "H", "H", "H", "Cl", "C", "C", "Cl", "H", "H", "H", "H"],
  "coordinates": [[-2.89562, -3.20157, -3.80984], [-4.20778, -3.24729, -2.82816], [-3.83040, -3.06204, -1.27633], [-3.57734, -4.43754, -0.47456], [-2.26249, -5.23311, -0.94493], [-0.95982, -5.00306, -0.02834], [-0.66424, -3.47782, 0.37940], [0.53512, -2.77099, -0.43079], [0.40645, -1.18103, -0.16446], [1.59065, -0.41756, 0.14483], [1.34115, 1.30536, -0.18240], [2.58598, 0.95063, -1.65268], [1.99467, 1.18874, -3.01773], [0.23654, 1.61161, 1.34295], [1.05116, 1.57268, 2.74691], [0.03786, 1.38275, 4.00425], [0.06307, 0.18894, 4.88500], [-0.79318, 2.30507, 4.27118], [1.60349, 3.19839, -0.50629], [2.86574, 3.79585, 0.28335], [2.79280, 4.33417, 1.43617], [4.19448, 3.80200, -0.31162], [0.06848, 1.05830, -1.33504], [-0.50656, -0.27286, -1.14906], [-1.15362, -0.87200, -2.30381], [-0.20430, -1.15787, -3.33209], [0.54346, -1.79549, -4.04980], [-1.98465, -3.20981, -3.10051], [-2.89101, -2.28061, -4.48995], [-2.81376, -4.19196, -4.40895], [-4.88330, -4.14867, -3.04369], [-4.82567, -2.31171, -3.13379], [-2.96979, -2.31254, -1.20940], [-4.73971, -2.54694, -0.77069], [-4.50483, -5.08942, -0.63143], [-3.45217, -4.13724, 0.63999], [-1.97359, -5.07283, -2.04605], [-2.52081, -6.36375, -0.86070], [-1.11277, -5.59578, 0.94873], [-0.07942, -5.51988, -0.58052], [-0.33099, -3.49641, 1.49194], [-1.56562, -2.77695, 0.33768], [0.60534, -3.05795, -1.53571], [1.52338, -3.12807, 0.06265], [-0.15245, -1.17581, 0.85811], [2.53841, 1.45518, 0.63545], [3.53736, 1.59217, -1.57211], [2.88336, -0.17065, -1.63352], [2.29118, 0.46642, -3.69737], [2.21264, 2.13857, -3.37067], [-0.29433, 2.64337, 1.33418], [-0.63060, 0.84402, 1.45341], [1.80835, 0.71943, 2.81553], [1.60346, 2.56616, 2.96439], [-0.57279, -0.49308, 4.44234], [-0.24954, 0.42085, 5.83769], [0.68314, 3.83193, -0.22483], [1.80079, 3.43489, -1.62565], [4.72302, 3.06677, 0.07769], [-1.41054, -0.01830, -0.46980], [9.02749, 6.10033, 1.02589], [7.55323, 6.83161, 0.34037], [6.80746, 5.87397, -0.56681], [7.70072, 5.54094, -2.07279], [7.84181, 7.74258, -0.18755], [6.91897, 7.11341, 1.18337], [5.84907, 6.30853, -0.85708], [6.61176, 4.92153, -0.07168], [6.83751, 1.79910, -0.59919], [7.17738, 0.28241, 0.27147], [5.93604, -0.57002, 0.44213], [4.77046, 0.16365, 1.56858], [7.62430, 0.53754, 1.23421], [7.92213, -0.25869, -0.31641], [6.20884, -1.54283, 0.85730], [5.42860, -0.73672, -0.51051], [-6.20141, -2.36498, 1.85913], [-7.66464, -1.62096, 1.16659], [-8.40815, -2.56940, 0.24771], [-7.50347, -2.89746, -1.25127], [-7.36683, -0.70879, 0.64639], [-8.30391, -1.34023, 2.00577], [-9.36218, -2.12780, -0.04841], [-8.61272, -3.52403, 0.73652], [-9.51940, 1.37783, 1.74074], [-9.00998, 1.94537, 3.35131], [-9.14914, 0.86836, 4.40893], [-10.85334, 0.48310, 4.75656], [-9.59854, 2.83045, 3.59951], [-7.96376, 2.24610, 3.26405], [-8.70448, 1.20971, 5.34598], [-8.64738, -0.05424, 4.11083], [14.10481, 7.49413, 2.01024], [12.70107, 7.52869, 0.91286], [12.84808, 8.57690, -0.17183], [12.75711, 10.23381, 0.47652], [11.80558, 7.69587, 1.51400], [12.62767, 6.53672, 0.46229], [12.03742, 8.47587, -0.89653], [13.79539, 8.47323, -0.70439], [-5.66591, -7.15849, -1.11789], [-7.12927, -6.41690, -1.81231], [-7.87023, -7.36582, -2.73325], [-6.96506, -7.69270, -4.23206], [-6.83219, -5.50385, -2.33106], [-7.77032, -6.13775, -0.97344], [-8.82430, -6.92465, -3.02979], [-8.07411, -8.32105, -2.24556]],
  "homo_energy_ev": -4.46,
  "total_charge": -1,
  "energy_ev": -207306.9024
}